Entry from OMol25: C4H8N2O2 as an isolated structure in a non-equilibrium geometry (ωB97M-V/def2-TZVPD).

Geometry as XYZ:
```
16
Properties=species:S:1:pos:R:3:forces:R:3:mulliken_charge:R:1
C -0.877 -0.740 0.411 -0.661 1.425 3.162 0.24
C -0.037 0.408 -0.105 0.225 0.612 2.286 0.46
C 0.723 1.590 0.489 2.516 -0.412 2.565 -0.86
C 1.422 0.364 -0.165 -1.970 3.827 -5.612 0.00
H -2.051 -2.003 -0.535 5.451 -0.257 0.307 0.38
H -0.262 -1.617 -1.391 -1.894 -0.434 3.416 0.37
H -1.590 0.131 1.847 -0.634 -1.009 0.081 0.27
H -1.633 0.897 -1.115 4.334 -0.207 -0.911 0.39
H 1.041 1.763 1.618 -1.147 -0.463 -2.460 0.29
H 0.924 2.424 -0.214 -0.935 -0.351 0.897 0.29
H 1.687 0.621 -1.328 -0.059 -0.574 2.667 0.21
H 1.587 -1.408 0.339 0.485 0.236 0.158 0.41
N -0.737 -1.820 -0.364 -3.888 -2.172 -5.591 -0.63
N -1.737 -0.805 1.396 2.036 2.451 -1.006 -0.78
O -0.545 0.766 -1.284 -6.315 1.071 -2.694 -0.55
O 2.084 -0.571 0.399 2.456 -3.744 2.735 -0.50
```
Forces are in eV/Å.

## Properties
E_LUMO	0.203	eV
net charge	0
E_tot	-417.023036	Eh
max |F|	7.148	eV Å⁻¹
frontier orbital gap	9.922	eV
spin multiplicity	1